## A
ORCA calculation (ωB97M-V/def2-TZVPD) on a single C3H9N3O2 molecule.

Its total charge is 0. The value obtained for the HOMO energy is -0.3317 hartree. Its spin multiplicity is 1. Its SMILES is C[N@@H+]1[C@H]([O-])N[C@]1(N)O. The frontier orbital gap is 9.716 eV.

Geometry (Å):
C 0.471 1.219 0.875
C -1.854 -0.217 0.636
N 1.543 0.594 0.001
N -0.402 -0.280 0.691
C 0.665 -0.209 -0.783
N 1.084 -1.443 -1.225
O -0.196 2.144 0.326
O -0.068 0.474 -1.671
H -0.293 1.339 -1.197
H 2.189 0.024 0.540
H -0.062 -1.042 1.270
H 0.832 1.338 1.910
H 2.060 -1.661 -1.104
H 0.707 -1.717 -2.120
H -2.131 0.783 0.302
H -2.249 -0.952 -0.071
H -2.296 -0.393 1.620

---

## B
ORCA calculation (ωB97M-V/def2-TZVPD) on a single C3H9N3O2 molecule.

Its total charge is 0. The value obtained for the HOMO energy is -0.3674 hartree. Its spin multiplicity is 1. Its SMILES is CC(C)(N)/N=[N+](/[O-])O. The frontier orbital gap is 10.612 eV.

Geometry (Å):
C -0.333 -1.443 -0.296
C 1.226 -0.413 1.306
C 0.289 -0.176 0.138
N -0.923 0.718 0.722
N -1.680 1.500 0.181
N 0.805 0.573 -1.006
O -2.650 2.003 0.617
O -1.558 1.670 -1.319
H -0.994 -1.324 -1.225
H 0.381 -2.375 -0.449
H -1.030 -1.804 0.390
H 1.442 0.560 1.875
H 2.244 -0.718 1.006
H 0.832 -1.036 2.058
H -0.918 1.046 -1.755
H 1.502 1.215 -0.620
H 1.365 0.004 -1.623

---

A (0.1269 hartree below the next structure)